Entry 1:
Entry from OMol25: a cluster of 6 separate species, C15H22Cl12F8O in total at a distorted geometry (wB97M-V/def2-TZVPD).

Structure (XYZ):
```
58
Properties=species:S:1:pos:R:3
Cl -3.75 -2.40 -4.42
Cl 0.36 0.18 -3.94
Cl -0.64 4.31 -4.01
Cl 2.94 4.34 -5.39
Cl -3.61 0.45 -4.00
Cl 2.53 -1.27 -2.57
Cl 2.99 6.92 -4.04
Cl -0.74 2.65 -1.64
Cl -6.02 -1.00 -3.25
Cl 3.01 1.37 -3.64
Cl 4.34 4.61 -2.86
Cl -3.05 4.28 -2.38
F 2.46 0.88 2.63
F 0.36 1.44 0.74
F -1.42 -0.56 5.01
F 1.37 2.10 4.03
F -2.17 -2.81 3.86
F -0.12 -3.26 3.16
F 1.63 3.11 1.39
F -0.01 -2.12 5.65
O 0.36 0.35 3.12
C 0.68 2.22 1.77
C -0.87 -2.50 0.70
C 0.47 -1.79 0.87
C -1.75 -1.01 -1.22
C 2.95 5.19 -3.85
C 2.89 -1.99 1.56
C 1.57 -2.73 1.39
C 0.78 -0.58 4.09
C -4.67 -0.88 -4.40
C -1.68 3.34 -2.96
C -0.99 -2.26 3.47
C -2.01 -1.64 0.15
C 1.81 0.31 -2.90
C 1.25 1.38 2.91
C -0.41 -1.38 4.58
H -2.95 -2.20 0.13
H 3.76 -2.65 1.66
H -1.13 -3.03 1.62
H 1.23 -0.11 4.97
H 1.53 0.77 -1.96
H -2.25 -0.88 0.90
H 2.87 -1.45 2.51
H -1.54 -1.73 -2.02
H 1.47 -1.32 3.66
H -2.09 2.54 -3.57
H 1.18 -3.12 2.33
H 0.39 -0.98 1.60
H 3.06 -1.35 0.70
H 0.71 -1.34 -0.10
H 1.61 -3.61 0.74
H -2.65 -0.46 -1.50
H -0.72 -3.35 0.02
H -0.18 2.78 2.14
H -0.97 -0.25 -1.18
H -1.16 -1.70 2.54
H -5.05 -0.73 -5.40
H 2.01 4.97 -3.36
```

As for the net charge: 0. The total energy is -189967.12887 eV. The value obtained for the strongest force on any atom is 3.21 eV/Å. The HOMO-LUMO gap comes out at 11.1 eV. The value obtained for the HOMO energy is -10.807 eV. The SMILES is FC(F)C(F)(F)COC(F)(F)C(F)F.ClC(Cl)Cl.ClC(Cl)Cl.ClC(Cl)Cl.ClC(Cl)Cl.CCCCCC.



Entry 2:
Entry from OMol25: the molecule C15H22ClF3N4O2 at a distorted geometry (wB97M-V/def2-TZVPD).

Structure (XYZ):
```
47
Properties=species:S:1:pos:R:3
Cl -5.30 -1.63 -0.48
F 2.99 -0.62 -3.38
F 3.49 -2.60 -2.61
F 1.53 -2.26 -3.01
O -1.59 0.82 -0.16
O 1.32 2.51 3.42
N -0.46 -0.15 -1.93
N 1.36 0.98 1.66
N 2.50 -0.80 0.81
N 2.90 -1.57 -0.32
C 3.16 -1.11 2.17
C 1.23 3.28 2.40
C 0.04 1.77 3.57
C 0.29 0.65 2.32
C -1.60 0.03 -1.16
C 1.51 0.29 -0.83
C 0.66 0.87 -1.83
C -2.24 -2.18 -0.81
C 2.34 -0.98 -1.25
C -2.73 -0.78 -1.58
C 1.04 2.51 1.02
C 2.47 -1.70 -2.47
C -3.94 -0.51 -0.32
C -3.31 -0.90 -2.80
C 1.80 0.19 0.60
H -3.52 0.23 -2.94
H -0.55 -1.00 -2.46
H 0.37 1.72 -1.40
H -0.60 0.29 1.96
H -4.05 -1.56 -2.75
H -2.48 -1.35 -3.59
H 0.05 1.03 4.42
H 1.74 2.61 0.34
H -1.46 -2.45 -1.66
H 4.13 -1.36 2.12
H -3.56 -0.46 0.53
H -3.03 -3.15 -1.13
H 1.21 0.80 -2.82
H 3.01 -0.08 2.73
H 0.57 -0.38 2.94
H -4.25 0.64 -0.71
H 2.75 -1.76 2.59
H 2.39 3.55 2.23
H -1.85 -2.22 0.18
H 0.03 2.61 0.70
H -0.80 2.11 3.42
H 0.47 4.06 2.29
```

As for the net charge: 0. The total energy is -46628.51008 eV. The value obtained for the strongest force on any atom is 15.13 eV/Å. The HOMO-LUMO gap comes out at 8.7 eV. The value obtained for the HOMO energy is -8.220 eV. The SMILES is Cn1nc(C(F)(F)F)c(CNC(=O)C(C)(C)CCl)c1N1CCOCC1.



Entry 3:
Entry from OMol25: a cluster of 2 separate species, C15H22I2N2O7P in total at a distorted geometry (wB97M-V/def2-TZVPD).

Structure (XYZ):
```
49
Properties=species:S:1:pos:R:3
I 3.15 -1.79 1.42
I 5.99 -0.36 -2.31
P 0.84 -2.25 -1.39
O 0.15 -2.35 0.02
O -0.25 2.76 -3.95
O 2.08 -3.25 -1.30
O -2.41 0.37 1.86
O -1.29 0.21 -0.04
O -4.75 3.13 4.93
O -0.42 3.83 -2.03
N -0.11 -2.62 -2.55
N 2.63 -0.03 -1.06
C -4.95 1.94 5.00
C 0.01 2.83 -2.80
C 0.90 1.80 -2.18
C -1.78 -0.37 -1.27
C 2.15 2.19 -1.77
C 5.20 -2.89 -0.91
C 1.39 -0.48 -1.49
C 0.49 0.45 -2.03
C -6.22 1.38 5.59
C -0.94 0.14 -2.45
C 4.49 -1.68 -1.46
C 3.70 -0.84 -0.42
C 2.99 1.25 -1.22
C -2.25 0.74 0.76
C -3.93 0.95 4.48
H 0.22 -3.41 -3.08
H -6.86 2.19 5.92
H 3.84 -1.94 -2.28
H 4.41 -0.12 -0.06
H -4.37 0.34 3.69
H 2.45 3.22 -1.87
H -1.80 -1.45 -1.22
H -2.80 -0.04 -1.43
H -6.75 0.78 4.85
H -5.98 0.74 6.45
H 3.98 1.54 -0.91
H -2.83 1.58 0.35
H 2.49 -3.35 -2.17
H 5.90 -3.26 -1.65
H -0.96 -0.59 -3.25
H -1.42 1.03 -2.81
H -0.12 3.73 -1.12
H 5.80 -2.63 -0.04
H -3.60 0.29 5.29
H -3.08 1.48 4.09
H 0.09 -1.51 0.50
H 4.50 -3.68 -0.66
```

As for the net charge: +1. The total energy is -58708.23178 eV. The value obtained for the strongest force on any atom is 1.78 eV/Å. The HOMO-LUMO gap comes out at 5.9 eV. The value obtained for the HOMO energy is -10.973 eV.



Entry 4:
Entry from OMol25: a structure of composition C15H22IrN3O5S2 at a distorted geometry (wB97M-V/def2-TZVPD).

Structure (XYZ):
```
48
Properties=species:S:1:pos:R:3
Ir 0.63 -0.12 0.04
S 0.36 -2.28 -1.26
S 1.35 0.65 -2.20
O 0.17 -0.17 2.56
O -1.47 0.97 -0.78
O -1.63 -0.87 0.96
O 2.36 -1.20 0.71
O 0.47 2.12 0.95
N 3.82 3.06 2.04
N 2.71 0.04 0.86
N 3.93 -0.90 3.93
C -2.67 0.18 -0.85
C 3.31 0.55 1.88
C 0.19 2.21 2.34
C -0.58 1.01 2.86
C 3.69 -0.25 3.02
C -0.48 -1.36 2.98
C 0.60 -1.86 -2.89
C -2.49 -1.15 -0.11
C 1.25 -0.28 -4.73
C 1.02 -0.61 -3.28
C -0.32 2.90 0.06
C 0.36 -2.96 -3.88
C -1.38 -1.94 1.86
C -1.67 2.27 -0.23
C 3.59 1.94 1.93
H 0.36 -0.52 -5.32
H -0.34 3.13 2.58
H -0.53 -2.74 -4.48
H -0.46 3.91 0.44
H -3.45 -1.53 0.25
H 1.16 2.23 2.83
H 0.30 -2.08 3.22
H -2.05 -1.90 -0.77
H -3.49 0.74 -0.40
H 0.26 2.95 -0.87
H -2.90 -0.01 -1.90
H -1.57 0.94 2.41
H 1.21 -3.04 -4.57
H -2.20 2.90 -0.95
H -2.27 2.21 0.68
H -2.32 -2.32 2.27
H -0.68 1.11 3.95
H -0.86 -2.75 1.34
H -1.07 -1.16 3.88
H 1.47 0.78 -4.85
H 0.22 -3.91 -3.38
H 2.08 -0.86 -5.13
```

As for the net charge: +1. The total energy is -55115.98796 eV. Its multiplicity is 2. The value obtained for the strongest force on any atom is 5.02 eV/Å. The HOMO-LUMO gap (spin up / spin down) comes out at 6.8 / 6.3 eV. As for the energy above the lowest of the compared OMol25 structures with the same formula, charge and spin: 297.4 kJ/mol. The value obtained for the HOMO energy (spin up / spin down) is -11.235 / -11.489 eV.



Repeat the second record exactly.
Entry from OMol25: the molecule C15H22ClF3N4O2 at a distorted geometry (wB97M-V/def2-TZVPD).

Structure (XYZ):
```
47
Properties=species:S:1:pos:R:3
Cl -5.30 -1.63 -0.48
F 2.99 -0.62 -3.38
F 3.49 -2.60 -2.61
F 1.53 -2.26 -3.01
O -1.59 0.82 -0.16
O 1.32 2.51 3.42
N -0.46 -0.15 -1.93
N 1.36 0.98 1.66
N 2.50 -0.80 0.81
N 2.90 -1.57 -0.32
C 3.16 -1.11 2.17
C 1.23 3.28 2.40
C 0.04 1.77 3.57
C 0.29 0.65 2.32
C -1.60 0.03 -1.16
C 1.51 0.29 -0.83
C 0.66 0.87 -1.83
C -2.24 -2.18 -0.81
C 2.34 -0.98 -1.25
C -2.73 -0.78 -1.58
C 1.04 2.51 1.02
C 2.47 -1.70 -2.47
C -3.94 -0.51 -0.32
C -3.31 -0.90 -2.80
C 1.80 0.19 0.60
H -3.52 0.23 -2.94
H -0.55 -1.00 -2.46
H 0.37 1.72 -1.40
H -0.60 0.29 1.96
H -4.05 -1.56 -2.75
H -2.48 -1.35 -3.59
H 0.05 1.03 4.42
H 1.74 2.61 0.34
H -1.46 -2.45 -1.66
H 4.13 -1.36 2.12
H -3.56 -0.46 0.53
H -3.03 -3.15 -1.13
H 1.21 0.80 -2.82
H 3.01 -0.08 2.73
H 0.57 -0.38 2.94
H -4.25 0.64 -0.71
H 2.75 -1.76 2.59
H 2.39 3.55 2.23
H -1.85 -2.22 0.18
H 0.03 2.61 0.70
H -0.80 2.11 3.42
H 0.47 4.06 2.29
```

As for the net charge: 0. The total energy is -46628.51008 eV. The value obtained for the strongest force on any atom is 15.13 eV/Å. The HOMO-LUMO gap comes out at 8.7 eV. The value obtained for the HOMO energy is -8.220 eV. The SMILES is Cn1nc(C(F)(F)F)c(CNC(=O)C(C)(C)CCl)c1N1CCOCC1.



- Which value of strongest force on any atom does entry 3 give?
  1.78 eV/Å